# 1
{
  "formula": "C6H10O",
  "method": "ωB97M-V/def2-TZVPD",
  "smiles": "C/C=C/C=C(/C)O",
  "e_above_lowest_kcal_mol": 82.58,
  "gap_ev": 7.31,
  "charge": 0,
  "elements": ["C", "C", "C", "C", "C", "C", "O", "H", "H", "H", "H", "H", "H", "H", "H", "H", "H"],
  "positions_angstrom": [[1.424, 2.177, -1.473], [1.855, 0.917, -0.781], [0.939, 0.443, 0.145], [0.182, -0.832, 0.007], [-0.890, -0.939, 0.800], [-2.060, -1.910, 0.671], [-0.820, -0.411, 2.061], [2.114, 2.926, -1.873], [0.719, 2.682, -0.776], [0.809, 1.845, -2.320], [2.843, 0.559, -1.075], [0.779, 1.088, 1.015], [0.637, -1.327, -0.842], [-2.547, -2.090, 1.618], [-2.691, -1.539, -0.126], [-1.713, -2.923, 0.361], [-1.579, -0.665, 2.588]],
  "mulliken_charge": [-0.9068, -0.4280, -0.2882, -0.5221, 0.6309, -1.2086, -0.4919, 0.3384, 0.2957, 0.2182, 0.3752, 0.3689, 0.3606, 0.4236, 0.2438, 0.2754, 0.3149]
}

# 2
{
  "formula": "C6H10O",
  "method": "ωB97M-V/def2-TZVPD",
  "smiles": "C=C1CO[C@H]2C[C@@H]12.[H][H]",
  "e_above_lowest_kcal_mol": 68.97,
  "gap_ev": 9.94,
  "charge": 0,
  "elements": ["C", "C", "C", "O", "C", "C", "C", "H", "H", "H", "H", "H", "H", "H", "H", "H", "H"],
  "positions_angstrom": [[0.033, 0.281, -1.924], [-0.203, 0.064, -0.637], [-1.406, -0.575, 0.028], [-1.138, -0.684, 1.428], [0.194, -0.308, 1.663], [1.214, -1.039, 0.854], [0.741, 0.352, 0.449], [0.959, 0.766, -2.229], [-0.672, 0.004, -2.696], [-1.626, -1.570, -0.375], [-2.279, 0.070, -0.114], [0.391, -0.006, 2.685], [0.830, -1.894, 0.298], [2.261, -1.086, 1.093], [1.425, 1.196, 0.459], [-0.468, 2.274, -0.879], [-0.398, 2.542, -0.188]],
  "mulliken_charge": [-0.9317, 0.2469, -0.5187, -0.4339, -0.1211, -0.6589, -0.2355, 0.3064, 0.2771, 0.2976, 0.2960, 0.3860, 0.1977, 0.3114, 0.5465, -0.0693, 0.1036]
}

Number 1: energy -309.7108 Ha. Number 2: energy -309.7325 Ha.